# 1
Density functional theory data (ωB97M-V with the def2-TZVPD basis set) for C23H40NO7P2SSb2Sn as an isolated structure.

The geometry in XYZ format:
```
77
Properties=species:S:1:pos:R:3:lowdin_charge:R:1
Sn 0.182 2.086 -0.235 1.12
C 0.398 1.205 2.930 -0.07
N -0.551 1.861 2.019 -0.35
C -0.897 3.194 2.566 -0.06
C -1.785 1.061 1.880 -0.20
C -2.571 1.461 0.652 -0.28
C -3.957 1.369 0.624 -0.06
C -4.644 1.673 -0.545 -0.06
C -3.956 2.078 -1.684 -0.06
C -2.572 2.191 -1.654 -0.09
C -1.890 1.883 -0.484 -0.27
H -0.011 1.154 3.943 0.11
H 1.327 1.777 2.957 0.10
H 0.597 0.194 2.581 0.07
H -1.400 3.060 3.528 0.11
H -1.561 3.717 1.881 0.10
H 0.005 3.782 2.700 0.09
H -2.394 1.157 2.784 0.14
H -1.500 0.008 1.799 0.07
H -4.495 1.063 1.513 0.11
H -5.724 1.606 -0.564 0.11
H -4.497 2.319 -2.589 0.11
H -2.030 2.527 -2.528 0.10
O 1.817 4.084 -3.880 -0.05
P 1.939 3.292 -2.528 0.20
O 2.974 2.231 -2.520 -0.34
O 0.524 2.815 -2.180 -0.38
O 2.321 4.430 -1.460 -0.22
P 2.024 4.596 0.112 0.21
O 1.817 6.153 0.234 -0.06
O 3.071 4.038 0.979 -0.26
O 0.614 3.988 0.306 -0.38
H 2.605 4.021 -4.434 0.11
H 2.529 6.582 0.724 0.10
C 2.728 -0.698 1.297 -0.28
Sb 2.671 0.678 -0.327 1.42
C 4.565 1.557 -0.038 -0.23
C 2.769 -0.603 -2.043 -0.27
C 2.921 -2.052 -1.715 -0.29
C 4.173 -2.508 -1.296 -0.07
C 4.383 -3.830 -0.950 -0.07
C 3.328 -4.726 -1.029 -0.07
C 2.089 -4.292 -1.465 -0.05
C 1.860 -2.961 -1.820 -0.29
C 0.497 -2.551 -2.282 -0.31
Sb -0.532 -1.478 -0.715 1.37
C -0.642 -3.139 0.627 -0.31
C -2.478 -1.559 -1.581 -0.30
H 3.563 -1.371 1.109 0.02
H 1.816 -1.288 1.368 -0.02
H 2.899 -0.156 2.225 0.02
H 5.266 0.738 0.120 0.03
H 4.512 2.210 0.828 0.00
H 4.807 2.123 -0.930 0.02
H 3.649 -0.201 -2.543 0.07
H 1.909 -0.360 -2.660 0.05
H 5.000 -1.806 -1.256 0.12
H 5.363 -4.161 -0.633 0.11
H 3.475 -5.766 -0.768 0.11
H 1.275 -5.003 -1.555 0.12
H -0.106 -3.425 -2.526 0.07
H 0.531 -1.907 -3.161 0.07
H -1.344 -3.877 0.239 0.02
H -0.979 -2.818 1.611 -0.02
H 0.350 -3.585 0.706 0.00
H -2.829 -2.589 -1.622 0.02
H -2.430 -1.150 -2.590 0.02
H -3.164 -0.956 -0.987 -0.03
C -5.163 -2.183 0.869 -0.40
S -3.831 -1.800 2.020 0.74
C -3.748 -3.371 2.896 -0.41
H -6.081 -2.411 1.409 0.04
H -4.893 -3.022 0.229 0.04
H -5.324 -1.305 0.247 0.02
H -3.487 -4.184 2.220 0.04
H -4.697 -3.586 3.385 0.04
H -2.976 -3.282 3.660 0.03
```

Its charge is +1. The calculation puts the energy above the lowest of the compared OMol25 structures with the same formula, charge and spin at 7.2 kJ/mol.

---

# 2
Density functional theory data (ωB97M-V with the def2-TZVPD basis set) for C23H41BeBrCl4F3MgNO9S as an isolated structure in a non-equilibrium geometry.

The geometry in XYZ format:
```
85
Properties=species:S:1:pos:R:3:lowdin_charge:R:1
C 0.499 -1.740 0.313 -0.10
C 1.098 -2.048 -1.064 -0.20
C 1.917 -3.323 -0.999 -0.17
O 2.809 -3.429 -2.128 0.02
C 3.935 -4.106 -1.811 -0.44
O 4.253 -5.151 -2.302 0.18
C 4.765 -3.429 -0.756 -0.09
C 4.822 -2.045 -0.678 0.06
C 5.515 -1.490 0.368 -0.06
N 6.104 -2.277 1.264 0.01
C 6.102 -3.608 1.187 -0.03
C 5.428 -4.225 0.168 0.04
H 1.178 -2.073 1.092 0.02
H 0.303 -0.674 0.389 0.07
H -0.453 -2.253 0.438 0.07
H 0.306 -2.212 -1.791 0.11
H 1.753 -1.229 -1.331 0.08
H 2.464 -3.327 -0.054 0.12
H 1.266 -4.198 -0.993 0.14
H 4.315 -1.405 -1.383 0.10
H 5.554 -0.425 0.513 0.13
H 6.545 -1.820 2.061 0.08
H 6.588 -4.179 1.959 0.14
H 5.368 -5.297 0.088 0.14
Cl 4.735 -1.061 3.373 -0.36
C 0.763 0.247 3.782 -1.52
Cl 1.795 -1.158 3.519 0.50
Cl 1.162 1.570 2.741 0.67
Cl -0.968 -0.233 3.551 0.57
H 0.902 0.579 4.814 0.01
C -4.713 1.821 5.568 -0.04
C -3.202 1.397 5.515 -0.51
O -2.440 2.392 5.155 -0.08
H -5.031 2.137 4.580 0.07
H -5.314 0.963 5.877 0.08
H -4.860 2.629 6.280 0.08
H -3.174 0.497 4.858 0.04
H -2.994 0.970 6.558 0.13
Mg -0.411 -1.355 5.504 0.83
C 2.240 1.069 -5.731 -0.21
C 0.819 1.050 -5.151 -0.21
C 0.932 0.620 -3.684 -0.22
S 2.569 1.140 -3.131 0.67
O 3.303 -0.061 -2.804 -0.34
O 2.440 2.214 -2.177 -0.33
C 3.100 1.796 -4.707 -0.22
H 2.275 1.565 -6.699 0.12
H 2.607 0.049 -5.863 0.12
H 0.389 2.052 -5.209 0.12
H 0.163 0.380 -5.705 0.11
H 0.184 1.097 -3.055 0.10
H 0.878 -0.461 -3.574 0.09
H 4.171 1.615 -4.833 0.09
H 2.893 2.866 -4.696 0.11
C -3.270 -1.733 -0.180 -0.20
O -3.261 -0.838 0.945 -0.36
H -3.219 -2.747 0.203 0.04
H -4.188 -1.614 -0.756 0.08
H -2.405 -1.538 -0.819 0.06
H -3.323 0.046 0.563 0.08
C -8.687 4.652 2.008 -0.08
C -9.955 3.809 1.964 -0.25
O -9.769 2.455 1.579 -0.08
C -9.364 1.511 2.557 -0.46
O -10.020 1.504 3.667 0.05
C -7.816 1.581 2.862 -0.56
F -7.108 1.851 1.751 0.14
F -7.412 0.389 3.306 0.13
F -7.478 2.492 3.780 0.14
H -8.036 4.413 1.168 0.08
H -8.952 5.710 1.964 0.07
H -8.125 4.502 2.927 0.06
H -10.601 4.220 1.186 0.12
H -10.516 3.875 2.899 0.12
H -9.408 0.559 1.964 0.19
C 8.153 1.123 -4.003 -0.15
C 6.884 0.241 -4.068 -0.54
O 6.329 0.317 -5.274 -0.18
H 7.959 2.173 -4.220 0.08
H 8.619 1.068 -3.012 0.07
H 8.855 0.727 -4.763 -0.15
H 6.249 0.606 -3.220 0.10
H 7.204 -0.772 -3.717 0.08
Be 9.761 -0.744 -5.417 0.41
Br -4.604 -2.239 2.648 -0.02
```

Its charge is 0. For the energy, the calculation gives -189380.0240 eV.

---

# 3
Density functional theory data (ωB97M-V with the def2-TZVPD basis set) for C23H41CaF3ILiNO14S2 as an isolated structure in a non-equilibrium geometry.

The geometry in XYZ format:
```
87
Properties=species:S:1:pos:R:3:lowdin_charge:R:1
C 6.109 3.371 3.997 -0.10
C 5.669 4.911 3.908 -0.25
O 4.245 5.147 4.130 -0.28
C 3.407 4.331 3.263 -0.29
N 2.020 4.885 3.282 -0.01
C 1.047 4.026 4.025 -0.35
C 0.036 5.065 4.802 -0.45
O -1.105 5.233 4.306 0.00
O 0.444 5.719 6.039 -0.42
C 0.179 3.039 3.122 -0.62
I 1.362 1.689 1.863 0.82
C -0.660 2.086 4.124 -0.31
C -1.842 1.288 3.353 -0.13
H 7.259 3.332 3.924 0.09
H 5.712 2.741 3.127 0.08
H 5.815 2.897 4.997 0.06
H 5.986 5.402 2.900 0.10
H 6.225 5.454 4.762 0.12
H 3.363 3.236 3.628 0.09
H 3.894 4.374 2.215 0.16
H 1.683 5.155 2.353 0.13
H 1.549 3.399 4.849 0.12
H -0.601 3.561 2.465 0.12
H 0.031 1.293 4.607 0.09
H -1.170 2.660 4.968 0.10
H -2.815 1.897 3.359 0.08
H -2.037 0.271 3.839 0.05
H -1.569 1.088 2.263 0.03
Ca 2.510 5.271 6.420 1.57
C -0.714 -3.111 0.823 -0.19
C -1.102 -1.685 0.464 -0.20
O -2.498 -1.597 0.758 -0.19
S -2.839 -2.561 2.017 0.65
O -2.858 -1.760 3.199 -0.26
O -3.918 -3.427 1.644 -0.24
O -1.457 -3.419 2.003 -0.20
H -1.014 -3.812 0.038 0.12
H 0.356 -3.212 1.009 0.13
H -0.915 -1.455 -0.580 0.09
H -0.577 -0.962 1.095 0.09
C 0.804 -4.804 -3.058 -0.22
C 0.217 -4.057 -4.258 -0.21
C 0.135 -2.576 -3.882 -0.20
S 1.433 -2.292 -2.684 0.69
O 0.823 -1.955 -1.416 -0.33
O 2.465 -1.479 -3.283 -0.31
C 2.003 -3.981 -2.605 -0.23
H 1.093 -5.825 -3.317 0.12
H 0.060 -4.856 -2.256 0.11
H 0.878 -4.181 -5.123 0.12
H -0.762 -4.446 -4.537 0.07
H 0.293 -1.931 -4.746 0.11
H -0.820 -2.337 -3.409 0.11
H 2.328 -4.218 -1.592 0.11
H 2.837 -4.084 -3.302 0.11
O 5.406 3.531 8.274 -0.07
H 5.423 2.855 8.962 0.04
H 6.291 3.917 8.304 0.05
F -4.692 -0.291 3.581 -0.72
Li -5.172 0.792 4.990 0.79
F -2.878 -4.053 -5.570 0.06
C -3.599 -5.091 -5.115 -0.28
C -2.945 -6.219 -4.641 -0.02
C -3.692 -7.291 -4.165 -0.08
C -5.083 -7.229 -4.179 -0.10
C -5.728 -6.095 -4.662 -0.08
C -4.982 -5.017 -5.128 -0.01
H -1.863 -6.253 -4.645 0.10
H -3.191 -8.175 -3.785 0.11
H -5.665 -8.069 -3.812 0.10
H -6.812 -6.049 -4.676 0.11
H -5.468 -4.122 -5.499 0.12
F -2.992 4.457 5.068 -0.73
C -2.123 1.888 -7.334 -0.05
O -1.488 1.327 -6.188 -0.01
C -1.772 1.960 -5.035 -0.60
O -2.492 2.919 -4.914 0.13
O -1.115 1.335 -4.046 -0.01
C -1.325 1.902 -2.751 -0.03
H -1.823 1.301 -8.202 0.09
H -3.210 1.833 -7.238 0.10
H -1.801 2.921 -7.486 0.10
H -2.379 1.847 -2.472 0.10
H -0.971 2.935 -2.721 0.10
H -0.748 1.319 -2.034 0.09
O 8.013 5.660 1.870 -0.63
H 7.877 6.454 1.356 -0.22
```

Its charge is -1. For the energy, the calculation gives -111233.1738 eV.

---

# 4
Density functional theory data (ωB97M-V with the def2-TZVPD basis set) for C23H41ClP2W as an isolated structure in a non-equilibrium geometry.

The geometry in XYZ format:
```
68
Properties=species:S:1:pos:R:3:mulliken_spin:R:1
W -0.106 2.134 0.718 1.76
C 2.206 1.810 0.895 0.07
C 1.879 2.668 -0.199 0.02
C 1.104 3.675 1.775 0.00
C 1.701 2.399 2.082 -0.18
C 1.174 3.829 0.328 0.30
C 3.187 0.697 0.943 0.04
H 3.425 0.317 -0.040 0.00
H 2.781 -0.141 1.510 0.00
H 4.118 0.988 1.438 0.00
C 1.878 1.764 3.418 -0.01
H 1.896 0.676 3.325 0.00
H 1.095 1.981 4.146 0.00
H 2.835 2.036 3.867 0.00
C 0.448 4.563 2.775 -0.05
H 1.082 5.438 2.996 0.01
H 0.323 4.014 3.714 0.00
H -0.530 4.929 2.428 -0.01
C 0.425 4.809 -0.491 -0.05
H 0.909 5.793 -0.501 0.02
H -0.562 4.932 -0.044 -0.01
H 0.346 4.450 -1.519 0.01
C 2.240 2.337 -1.605 -0.01
H 3.047 2.986 -1.980 0.00
H 1.381 2.431 -2.284 -0.01
H 2.630 1.310 -1.665 0.00
C 1.010 -3.451 1.568 0.00
C 2.136 -3.094 0.945 0.00
C 2.412 -2.721 -0.501 0.00
C 1.106 -2.515 -1.341 -0.01
C 0.458 -1.414 -0.617 -0.04
C -0.277 -1.289 0.525 0.05
C -1.158 -2.239 1.209 0.02
C -0.413 -3.594 1.105 0.00
H 2.986 -3.491 -1.022 0.00
H 0.553 -3.474 -1.519 0.00
H 3.029 -1.806 -0.547 0.00
H -0.454 -3.954 0.059 0.00
H 1.141 -3.824 2.578 0.00
H 3.014 -3.005 1.561 0.00
H -0.916 -4.298 1.768 0.00
H -1.268 -2.000 2.291 0.00
H 0.056 -0.427 1.189 0.04
H -2.178 -2.314 0.840 0.00
H 1.336 -2.131 -2.358 0.00
H 1.064 -0.493 -0.820 0.04
P -1.697 -2.471 -1.675 -0.04
C -2.636 -4.030 -1.328 0.00
C -1.711 -2.460 -3.491 0.00
P -1.815 0.529 -0.598 0.02
C -2.806 -1.132 -1.212 0.02
C -1.864 1.139 -2.359 -0.01
C -3.416 1.042 0.160 0.01
H -3.307 -3.962 -0.458 0.00
H -1.936 -4.870 -1.160 0.00
H -3.233 -4.316 -2.206 0.00
H -2.608 -2.960 -3.857 0.00
H -0.840 -3.014 -3.855 0.00
H -1.672 -1.431 -3.866 0.00
H -4.244 0.386 -0.129 0.00
H -3.576 2.050 -0.214 0.01
H -3.301 0.997 1.242 0.00
H -3.488 -1.556 -0.450 0.00
H -3.484 -0.959 -2.072 0.00
H -1.990 2.223 -2.229 -0.01
H -2.683 0.734 -2.963 0.00
H -0.941 0.917 -2.905 0.00
Cl -1.301 1.847 2.680 0.02
```

Its charge is +2. As for the multiplicity: 3. As for the expectation value of S²: 2.05. The calculation puts the energy above the lowest of the compared OMol25 structures with the same formula, charge and spin at 236.1 kJ/mol.

---

# 5
Density functional theory data (ωB97M-V with the def2-TZVPD basis set) for C23H41ClP2W as an isolated structure in a non-equilibrium geometry.

The geometry in XYZ format:
```
68
Properties=species:S:1:pos:R:3:mulliken_spin:R:1
W 1.722 -1.283 1.088 1.59
C -0.152 -1.261 2.268 0.06
C 0.005 -2.519 1.576 0.07
C 1.795 -2.267 3.067 -0.08
C 0.933 -1.119 3.198 -0.07
C 1.223 -3.137 2.063 0.24
C -1.306 -0.331 2.181 0.04
H -1.871 -0.456 1.249 -0.02
H -0.980 0.714 2.249 0.00
H -2.000 -0.501 3.016 0.00
C 1.096 0.005 4.154 -0.02
H 0.708 0.945 3.749 0.00
H 2.141 0.154 4.426 0.00
H 0.546 -0.190 5.086 0.00
C 3.076 -2.446 3.798 -0.01
H 2.937 -3.035 4.716 0.00
H 3.492 -1.475 4.091 0.00
H 3.812 -2.964 3.174 0.00
C 1.799 -4.437 1.638 -0.02
H 1.754 -5.183 2.444 0.01
H 2.854 -4.329 1.368 -0.01
H 1.269 -4.848 0.777 0.00
C -0.993 -3.126 0.654 0.00
H -1.616 -3.858 1.191 0.01
H -0.528 -3.650 -0.190 0.00
H -1.676 -2.359 0.265 -0.01
C -2.552 4.526 0.114 0.00
C -2.765 3.102 0.337 0.00
C -3.848 2.494 -0.627 0.00
C -3.057 1.984 -1.839 0.00
C -1.790 1.462 -1.194 -0.01
C -1.412 2.440 -0.065 -0.03
C -0.465 3.566 -0.499 0.00
C -1.322 4.870 -0.567 0.00
H -4.626 3.211 -0.916 0.00
H -2.810 2.823 -2.510 0.00
H -4.336 1.647 -0.119 0.00
H -1.563 5.095 -1.627 0.00
H -3.296 5.273 0.364 0.00
H -3.010 2.869 1.376 0.00
H -0.746 5.731 -0.189 0.00
H 0.341 3.653 0.243 0.00
H -0.969 1.915 0.802 0.03
H 0.000 3.382 -1.480 0.00
H -3.576 1.199 -2.412 0.00
H -2.050 0.536 -0.636 -0.01
P -0.385 0.734 -2.222 0.01
C -0.209 2.116 -3.449 0.00
C -1.216 -0.488 -3.291 -0.01
P 1.875 -1.380 -1.153 0.11
C 1.342 0.227 -1.943 0.02
C 1.277 -2.758 -2.152 0.03
C 3.675 -1.276 -1.446 0.00
H 0.750 2.633 -3.324 0.00
H -1.019 2.851 -3.361 0.00
H -0.241 1.714 -4.470 0.00
H -0.864 -0.359 -4.324 0.00
H -2.302 -0.332 -3.278 0.00
H -0.997 -1.511 -2.979 0.00
H 3.846 -0.958 -2.483 0.01
H 4.128 -2.261 -1.288 0.01
H 4.145 -0.563 -0.759 0.00
H 1.815 1.021 -1.338 0.00
H 1.867 0.240 -2.920 0.00
H 1.575 -3.693 -1.658 0.00
H 1.737 -2.736 -3.150 0.00
H 0.184 -2.743 -2.237 0.00
Cl 2.829 0.702 1.374 0.08
```

Its charge is +2. As for the multiplicity: 3. As for the expectation value of S²: 2.02. The calculation puts the energy above the lowest of the compared OMol25 structures with the same formula, charge and spin at 0.0 kJ/mol.

---

# 6
Density functional theory data (ωB97M-V with the def2-TZVPD basis set) for C23H41CoFP2 as an isolated structure in a non-equilibrium geometry.

The geometry in XYZ format:
```
68
Properties=species:S:1:pos:R:3:mulliken_spin:R:1
Co 0.410 -0.493 2.939 2.58
C -1.314 -0.948 3.938 0.08
C -0.926 -2.060 3.115 0.08
C 0.847 -1.581 4.543 0.03
C -0.239 -0.660 4.840 0.05
C 0.415 -2.435 3.473 0.03
C -2.622 -0.250 3.876 -0.01
H -3.077 -0.332 2.881 0.00
H -2.494 0.815 4.093 0.00
H -3.339 -0.650 4.600 0.01
C -0.173 0.489 5.772 0.00
H -1.057 1.114 5.650 0.00
H 0.702 1.109 5.545 0.00
H -0.108 0.176 6.817 0.01
C 2.204 -1.534 5.146 0.00
H 2.216 -1.837 6.198 0.00
H 2.590 -0.504 5.101 0.01
H 2.896 -2.178 4.588 0.00
C 1.168 -3.557 2.868 0.00
H 1.203 -4.431 3.525 0.00
H 2.199 -3.269 2.651 0.00
H 0.712 -3.874 1.927 0.00
C -1.795 -2.773 2.140 0.02
H -2.114 -3.753 2.532 0.00
H -1.270 -2.947 1.189 0.00
H -2.703 -2.199 1.920 0.00
C -0.952 2.680 0.188 -0.01
C -2.112 1.998 0.252 0.02
C -2.488 0.620 -0.248 0.02
C -1.448 -0.032 -1.173 0.06
C -0.277 -0.669 -0.522 0.05
C 0.742 -0.015 0.070 0.05
C 1.295 1.349 -0.244 0.00
C 0.280 2.440 -0.637 0.05
H -3.458 0.690 -0.789 0.00
H -1.096 0.753 -1.885 0.12
H -2.699 -0.069 0.588 0.01
H -0.028 2.224 -1.676 0.00
H -0.853 3.562 0.828 0.00
H -2.913 2.448 0.858 0.00
H 0.824 3.390 -0.685 0.00
H 1.847 1.707 0.629 0.01
H 1.308 -0.527 0.875 -0.05
H 2.066 1.259 -1.033 0.00
H -1.956 -0.809 -1.764 0.00
H -0.279 -1.764 -0.488 0.01
P -0.381 1.538 -3.602 0.52
C -0.499 3.346 -3.770 0.04
C -1.608 0.781 -4.689 0.03
P 2.009 -0.563 -3.979 0.01
C 1.266 1.153 -4.269 0.05
C 1.242 -1.420 -5.428 0.00
C 3.619 -0.095 -4.767 0.00
H 0.373 3.826 -3.299 0.00
H -1.409 3.699 -3.262 0.00
H -0.532 3.605 -4.835 0.01
H -1.567 1.272 -5.671 0.02
H -2.600 0.925 -4.238 0.00
H -1.423 -0.296 -4.802 0.00
H 3.484 0.251 -5.796 0.00
H 4.298 -0.955 -4.758 0.00
H 4.063 0.711 -4.174 0.00
H 1.986 1.859 -3.807 0.00
H 1.222 1.354 -5.365 0.03
H 1.720 -2.405 -5.526 0.00
H 1.378 -0.861 -6.362 0.00
H 0.172 -1.577 -5.243 0.00
F 1.054 1.178 2.628 0.06
```

Its charge is +1. As for the multiplicity: 5. As for the expectation value of S²: 6.02. The calculation puts the energy above the lowest of the compared OMol25 structures with the same formula, charge and spin at 0.0 kJ/mol.